No. 1
98
Properties=species:S:1:pos:R:3 method="wB97M-V/def2-TZVPD" charge=+1 s2=0.757 multiplicity=2 homo_ev="-9.98 / -10.03" largest_force_ev_per_a=1.35 gap_ev="5.4817 / 5.4867"
Ti 1.05542 1.16124 0.47376
C -0.03391 -0.36751 3.24443
C -1.26872 -0.16163 2.40615
C -2.26460 0.74678 3.09510
C -1.88427 -1.48720 2.01482
O -0.78095 0.51590 1.14351
Si -1.77489 1.23447 -0.06236
S -0.22761 1.54709 -1.44633
O -2.31807 2.57245 0.64655
C -3.30321 3.56417 0.25579
C -3.09470 4.73092 1.20261
C -3.04541 3.97843 -1.18444
C -4.69266 2.97039 0.42305
O -2.96959 0.24506 -0.46525
C -3.38241 -0.56664 -1.59628
C -3.56047 0.33274 -2.80855
C -4.70330 -1.19230 -1.18853
C -2.32785 -1.63096 -1.85285
H -0.29846 -0.83066 4.19601
H 0.45642 0.58260 3.45374
H 0.66582 -1.03609 2.73741
H -2.54557 0.29252 4.04717
H -3.17173 0.87130 2.49864
H -1.83008 1.72820 3.28940
H -2.14514 -2.02949 2.92600
H -1.17270 -2.09598 1.45394
H -2.78970 -1.34472 1.42410
H -2.08517 5.13299 1.09174
H -3.23162 4.40576 2.23675
H -3.81377 5.52560 0.99008
H -2.02300 4.34608 -1.29760
H -3.73576 4.77106 -1.47866
H -3.19186 3.13308 -1.86826
H -4.85893 2.67488 1.46226
H -4.82107 2.09240 -0.21662
H -5.44956 3.71041 0.15405
H -4.30772 1.10407 -2.60489
H -3.90341 -0.25425 -3.66306
H -2.61485 0.81013 -3.08072
H -5.43579 -0.41660 -0.95618
H -4.57200 -1.82592 -0.30762
H -5.09504 -1.80868 -2.00095
H -1.37557 -1.16178 -2.11338
H -2.63445 -2.27503 -2.67997
H -2.18795 -2.25393 -0.96595
C 1.08457 -6.00995 -1.49548
C 1.16112 -4.72390 -0.68043
C 2.58985 -4.20590 -0.53689
C 2.71582 -2.96046 0.35435
Ge 1.75109 -1.45121 -0.39484
C 2.30724 -1.10623 -2.24690
C 1.44832 -1.93068 -3.21644
C 1.82744 -1.68730 -4.67330
C 0.98990 -2.52423 -5.63392
H 0.05643 -6.36112 -1.59805
H 1.66547 -6.80628 -1.02278
H 1.48882 -5.85822 -2.50253
H 0.73922 -4.88697 0.31883
H 0.53059 -3.96129 -1.15164
H 3.01026 -4.00845 -1.52896
H 3.21043 -4.99885 -0.10777
H 3.75915 -2.66519 0.46530
H 2.33179 -3.17066 1.35301
H 0.22268 -1.62523 -0.30638
H 3.36282 -1.38228 -2.34072
H 2.20980 -0.05286 -2.49670
H 0.38821 -1.67676 -3.07859
H 1.53621 -2.99863 -2.99860
H 2.89043 -1.90973 -4.80981
H 1.70349 -0.62229 -4.89725
H 1.13218 -3.59253 -5.44998
H 1.25680 -2.32736 -6.67296
H -0.07526 -2.30571 -5.51607
N 3.89817 4.66317 -2.53535
N 3.64664 3.44220 -1.94513
N 4.54874 2.48082 -1.91250
C 3.93809 1.57950 -1.16631
N 2.71967 2.01432 -0.78948
N 2.55959 3.22429 -1.29190
H 4.63848 4.52286 -3.21193
H 3.05569 4.97917 -3.00057
H 4.36572 0.63377 -0.88699
C 1.12705 2.92741 1.54269
H 0.44062 2.80723 2.38164
H 0.69761 3.61922 0.81344
H 2.10258 3.25494 1.87912
C 1.99265 2.47279 6.06020
S 2.68396 2.22458 4.41152
C 3.00111 0.50568 4.41138
C 3.16711 -0.23305 3.29795
S 3.10302 0.32031 1.62374
S 3.58488 -1.91525 3.55887
C 3.59365 -1.89551 5.29319
S 3.82789 -3.21283 6.21332
S 3.21831 -0.32302 5.93531
H 1.64566 3.50621 6.07011
H 2.74556 2.35956 6.83769
H 1.14853 1.81057 6.24683

---

No. 2
104
Properties=species:S:1:pos:R:3 method="wB97M-V/def2-TZVPD" smiles="CCO[C@@]1(B(N)O)NC(=O)[C@](CC)(C[C@@H](C)O)[C@@]1(N=C=S)B(O)CC.CCOP(=O)(OCC)OCC.CCOP(=O)(OCC)OCC" homo_ev=-8.91 largest_force_ev_per_a=9.22 gap_ev=7.5549
C 1.38508 1.49987 -0.35339
C 0.13981 2.41795 -0.63288
O -0.94758 1.54947 -0.90835
C -2.23218 2.12024 -0.66965
B -2.33232 3.66796 -1.22710
N -2.16463 4.88115 -0.38288
O -2.51641 3.94093 -2.58908
N -3.06127 1.39926 -1.68597
C -4.38445 1.79196 -1.40230
O -5.21564 2.29916 -2.07288
C -4.51044 1.30843 0.09446
C -4.73151 -0.24366 -0.22810
C -5.46015 -1.06937 0.86994
C -5.74081 1.78189 0.88112
C -6.00861 3.31099 0.95430
C -5.93236 3.86945 2.42862
O -5.18128 4.14075 0.13787
C -3.05919 1.70820 0.61347
N -3.07328 2.85732 1.62365
C -2.02503 3.04580 2.13797
S -0.80463 3.13320 3.17398
B -2.57009 0.50575 1.56758
O -3.29834 0.35139 2.75675
C -1.42666 -0.55888 1.31186
C -0.18106 -0.34242 2.26102
H 2.21971 1.81153 -1.00744
H 1.14007 0.43596 -0.49501
H 1.75184 1.67206 0.67537
H 0.44547 3.03507 -1.50572
H 0.02788 3.03250 0.27514
H -2.96472 5.01457 0.23101
H -1.30345 4.75868 0.14667
H -1.68733 3.83404 -3.07834
H -2.72720 1.44054 -2.64163
H -3.81776 -0.71778 -0.62196
H -5.42313 -0.22242 -1.09572
H -5.15581 -2.13318 0.85912
H -6.54259 -1.06698 0.65621
H -5.31967 -0.71522 1.90003
H -5.62610 1.42469 1.91800
H -6.62396 1.32820 0.39992
H -7.06105 3.49749 0.65070
H -5.96787 3.07731 3.19212
H -6.68838 4.65110 2.61487
H -4.94492 4.35766 2.53295
H -5.45066 5.05908 0.26832
H -2.63006 0.08978 3.41149
H -1.83802 -1.54644 1.62040
H -1.13587 -0.69552 0.25683
H 0.36872 0.57997 2.04758
H 0.43568 -1.25089 2.14125
H -0.53146 -0.37308 3.31086
C 2.11240 -1.86435 -2.48467
C 1.91429 -3.11654 -3.31928
O 0.53408 -3.35786 -3.57123
P -0.16653 -2.93375 -5.00941
O 0.89180 -3.34856 -5.98871
O -1.22226 -4.16880 -5.19843
C -1.18220 -5.00450 -6.35312
C -0.36163 -6.24998 -6.08252
O -1.40058 -2.14326 -4.23322
C -1.16032 -0.93788 -3.51909
C -0.59040 0.15850 -4.39534
H 1.79876 -0.97477 -3.03773
H 3.16508 -1.73951 -2.22073
H 1.52701 -1.90952 -1.56439
H 2.49178 -3.04308 -4.24213
H 2.29057 -3.98034 -2.76656
H -0.80471 -4.45848 -7.21817
H -2.21124 -5.28818 -6.58215
H 0.62785 -6.00548 -5.69597
H -0.24781 -6.84318 -6.99145
H -0.85181 -6.86486 -5.32490
H -0.52824 -1.13555 -2.65109
H -2.12392 -0.61221 -3.12402
H 0.34662 -0.15457 -4.86884
H -0.39870 1.05588 -3.80329
H -1.29009 0.41099 -5.19450
C 7.61936 0.48385 5.40594
C 7.43108 -0.81281 4.64030
O 6.07178 -0.99887 4.25785
P 5.54403 -0.64098 2.71839
O 6.68637 -1.30966 1.99642
O 4.45187 -1.85455 2.53900
C 4.55956 -2.79570 1.47307
C 5.29382 -4.04004 1.93158
O 4.25842 0.16780 3.43716
C 4.44756 1.39563 4.12842
C 5.02292 2.48044 3.24144
H 7.41966 1.34626 4.76428
H 8.64485 0.57004 5.77121
H 6.94202 0.53828 6.25932
H 8.10396 -0.83700 3.78226
H 7.69526 -1.65335 5.28619
H 5.03969 -2.34740 0.60211
H 3.54355 -3.06174 1.17277
H 6.25363 -3.79771 2.38757
H 5.46329 -4.71954 1.09458
H 4.70830 -4.56247 2.69078
H 5.05545 1.23380 5.01966
H 3.46462 1.71294 4.48448
H 5.98022 2.17294 2.80605
H 5.17869 3.39674 3.81219
H 4.34388 2.69747 2.41487